{
  "formula": "C54H114N6O6",
  "method": "ωB97M-V/def2-TZVPD",
  "elements": ["C", "C", "C", "C", "C", "C", "N", "O", "C", "C", "C", "H", "H", "H", "H", "H", "H", "H", "H", "H", "H", "H", "H", "H", "H", "H", "H", "H", "H", "H", "C", "C", "C", "C", "C", "C", "N", "O", "C", "C", "C", "H", "H", "H", "H", "H", "H", "H", "H", "H", "H", "H", "H", "H", "H", "H", "H", "H", "H", "H", "C", "C", "C", "C", "C", "C", "N", "O", "C", "C", "C", "H", "H", "H", "H", "H", "H", "H", "H", "H", "H", "H", "H", "H", "H", "H", "H", "H", "H", "H", "C", "C", "C", "C", "C", "C", "N", "O", "C", "C", "C", "H", "H", "H", "H", "H", "H", "H", "H", "H", "H", "H", "H", "H", "H", "H", "H", "H", "H", "H", "C", "C", "C", "C", "C", "C", "N", "O", "C", "C", "C", "H", "H", "H", "H", "H", "H", "H", "H", "H", "H", "H", "H", "H", "H", "H", "H", "H", "H", "H", "C", "C", "C", "C", "C", "C", "N", "O", "C", "C", "C", "H", "H", "H", "H", "H", "H", "H", "H", "H", "H", "H", "H", "H", "H", "H", "H", "H", "H", "H"],
  "positions_angstrom": [[-3.729508, -2.902408, -3.384404], [-3.353452, -4.160367, -4.161634], [-1.836117, -4.200243, -4.515671], [-0.839239, -4.411181, -3.354668], [-1.403288, -5.630009, -2.533120], [-2.941964, -5.678759, -2.179196], [-3.757545, -5.394167, -3.412437], [-5.081474, -5.628296, -3.322569], [-3.363825, -7.105467, -1.600944], [-3.204580, -4.768618, -1.059454], [-4.011484, -4.210175, -5.560958], [-2.904078, -2.371820, -2.909818], [-4.578903, -2.974057, -2.705069], [-4.079495, -2.031801, -3.939079], [-1.667042, -5.038681, -5.191350], [-1.620164, -3.391362, -5.213645], [-0.884794, -3.502985, -2.753658], [0.067194, -4.688848, -3.892602], [-0.895265, -5.387867, -1.599636], [-1.097526, -6.633082, -2.830542], [-4.061545, -7.026297, -0.767264], [-3.821752, -7.892638, -2.199906], [-2.482949, -7.561089, -1.148666], [-2.825669, -5.180433, -0.124080], [-2.834263, -3.751859, -1.190485], [-4.294156, -4.793659, -1.041683], [-3.661603, -3.554014, -6.357912], [-5.011008, -3.861712, -5.300904], [-3.999924, -5.179518, -6.059285], [-5.302245, -6.543099, -3.512268], [-5.862533, 5.294974, 2.200024], [-4.554395, 5.944919, 1.808714], [-3.862359, 6.706542, 3.047819], [-2.431211, 6.965743, 2.915062], [-1.683130, 5.732382, 2.557852], [-2.101310, 5.059421, 1.286022], [-3.595422, 4.893298, 1.333523], [-4.095745, 4.290191, 0.256273], [-1.581960, 5.821138, 0.141612], [-1.525021, 3.572587, 1.134702], [-4.911581, 6.923338, 0.771965], [-5.618925, 4.438516, 2.828701], [-6.365109, 4.909478, 1.312948], [-6.546712, 5.941702, 2.749335], [-4.346620, 7.673591, 3.183509], [-4.065811, 6.203519, 3.993166], [-2.115648, 7.257208, 3.916845], [-2.356358, 7.938762, 2.429543], [-1.709884, 5.037896, 3.397537], [-0.723286, 6.236585, 2.445668], [-0.497918, 5.829298, 0.028157], [-2.002045, 5.413791, -0.778013], [-1.945167, 6.848142, 0.179374], [-1.640720, 2.988429, 2.047651], [-2.033816, 3.004819, 0.355693], [-0.489223, 3.709067, 0.823903], [-5.369322, 6.606514, -0.165154], [-4.012636, 7.496182, 0.544267], [-5.586645, 7.676345, 1.178623], [-4.233876, 3.453875, 0.706915], [-0.137182, -0.372001, -1.601524], [1.209379, 0.124138, -0.980028], [0.994039, 0.665244, 0.439502], [0.923189, -0.344744, 1.631427], [2.224725, -1.241723, 1.526335], [2.402901, -1.851201, 0.083425], [2.317534, -0.858165, -1.020777], [2.692794, -1.243314, -2.293033], [3.860786, -2.374511, 0.064205], [1.433980, -3.041205, -0.092114], [1.518997, 1.406097, -1.827786], [-0.559876, -1.215811, -1.056171], [-0.031593, -0.736856, -2.623206], [-0.796014, 0.495651, -1.636585], [1.705950, 1.433028, 0.742472], [0.054775, 1.214392, 0.505263], [0.005581, -0.921979, 1.517896], [0.805618, 0.119697, 2.610505], [2.325249, -1.971131, 2.330049], [3.077466, -0.613566, 1.783924], [4.125525, -2.830585, -0.889749], [4.464311, -1.474827, 0.184290], [4.129320, -2.994854, 0.919282], [0.380669, -2.784018, 0.019622], [1.273461, -3.319092, -1.133801], [1.819950, -3.970531, 0.326810], [2.561421, 1.674791, -1.656761], [0.833560, 2.228145, -1.621562], [1.253879, 1.289316, -2.878586], [3.517458, -0.757160, -2.364996], [2.306585, 6.738782, 4.972110], [2.283845, 5.883301, 6.258716], [0.946177, 5.986863, 6.932493], [-0.119086, 5.158061, 6.122874], [0.380016, 3.694194, 5.998209], [1.778733, 3.469382, 5.458056], [2.628599, 4.467366, 6.117622], [3.971571, 4.403091, 5.676488], [2.186663, 2.101607, 5.877057], [1.771990, 3.555479, 3.897286], [3.297840, 6.509893, 7.215725], [3.288561, 6.598044, 4.520438], [2.108462, 7.810417, 4.993195], [1.614665, 6.279543, 4.266107], [0.861208, 5.526312, 7.916758], [0.644808, 7.031587, 7.008964], [-0.349960, 5.543195, 5.129665], [-1.040633, 5.165748, 6.704940], [-0.377940, 3.346423, 5.296317], [0.232482, 3.117783, 6.911486], [3.181361, 1.903020, 5.477999], [2.170022, 1.846829, 6.936736], [1.585114, 1.381570, 5.322272], [2.787755, 3.527257, 3.502947], [1.212604, 2.680670, 3.565770], [1.196541, 4.418977, 3.563651], [4.290899, 6.504730, 6.766405], [3.483484, 6.026283, 8.174767], [3.022889, 7.547836, 7.403267], [4.343238, 4.212875, 6.540936], [0.126126, -8.050280, 2.451090], [0.406787, -7.466036, 3.852676], [1.783359, -6.715858, 3.962146], [1.620164, -5.275820, 3.238075], [0.522898, -4.520165, 3.857156], [-0.809264, -5.230770, 4.063346], [-0.581143, -6.676684, 4.474477], [-1.793932, -7.390572, 4.707003], [-1.521035, -4.421571, 5.175474], [-1.715188, -5.093607, 2.845780], [0.610373, -8.704213, 4.788848], [1.077780, -8.330753, 1.999662], [-0.181700, -7.225757, 1.808054], [-0.667827, -8.796629, 2.477760], [2.222717, -6.719910, 4.959664], [2.483636, -7.296609, 3.361786], [1.468872, -5.379546, 2.163624], [2.577756, -4.760305, 3.164824], [0.414671, -3.626188, 3.242992], [0.853225, -3.989850, 4.750328], [-1.226039, -4.577612, 6.213129], [-1.321374, -3.373318, 4.953182], [-2.578272, -4.610972, 4.989811], [-1.812884, -4.076927, 2.465117], [-1.399000, -5.583707, 1.924948], [-2.764845, -5.369634, 2.946425], [-0.203228, -9.429064, 4.761704], [0.740271, -8.465734, 5.844482], [1.449903, -9.275523, 4.392742], [-1.936780, -7.830008, 3.865522], [4.011921, 2.057847, -9.525315], [2.909748, 1.086607, -9.035287], [3.537848, -0.101167, -8.270326], [4.062454, 0.167020, -6.855673], [2.930706, 0.854567, -6.014537], [2.309114, 2.180606, -6.720068], [1.950829, 1.713702, -8.100763], [1.318031, 2.786249, -8.776558], [0.984287, 2.482741, -5.935392], [3.283171, 3.435436, -6.610676], [2.180596, 0.540081, -10.316793], [3.556880, 2.783644, -10.199294], [4.705537, 1.390739, -10.037155], [4.477789, 2.720194, -8.795679], [2.987829, -1.039208, -8.345523], [4.491484, -0.498077, -8.618386], [5.044414, 0.635589, -6.921194], [4.267110, -0.808506, -6.414581], [3.260115, 1.077203, -4.999628], [2.176282, 0.067860, -6.009625], [1.074690, 2.638393, -4.860359], [0.365490, 3.319457, -6.259582], [0.368889, 1.590974, -5.816506], [4.271590, 3.037853, -6.380326], [3.298062, 4.086529, -7.484724], [2.978749, 4.012478, -5.737496], [1.485219, 1.239796, -10.780418], [1.652901, -0.385873, -10.088245], [2.956146, 0.231916, -11.017983], [0.521805, 2.374880, -9.120646]],
  "forces_ev_per_a": [[-0.42, 1.87, -0.13], [0.54, -0.63, -0.97], [-0.07, -0.79, 0.16], [-2.88, -0.96, -1.56], [0.11, 0.70, 0.74], [0.15, -1.59, -1.54], [4.50, -0.66, -0.89], [-2.41, 1.23, 1.08], [0.58, 0.20, 0.23], [-1.02, 0.99, 0.99], [-1.38, 0.42, 0.59], [0.29, -0.69, 0.61], [0.30, -0.70, 0.32], [-0.11, -0.28, -1.24], [-0.38, -0.50, 0.06], [0.06, 0.68, 0.56], [0.88, -0.13, 0.18], [0.53, 0.45, 0.92], [-0.12, -0.89, 0.61], [0.27, 0.28, -0.55], [-0.10, 0.49, 0.00], [0.27, 0.39, -0.85], [0.22, -0.01, -0.05], [0.04, 0.07, 0.05], [-0.04, -0.11, 0.04], [-0.20, 0.67, 0.69], [0.55, 0.56, 0.62], [-0.54, -0.47, -0.85], [-0.20, -0.30, 0.64], [0.65, -0.20, -0.37], [0.25, -1.21, 0.60], [1.24, -0.02, 1.35], [-2.90, -0.61, -0.46], [-0.78, 0.98, 1.40], [1.27, 0.71, -0.08], [-0.90, -2.24, 0.28], [1.39, 2.75, 3.76], [-0.94, -1.99, -2.01], [-0.53, 1.13, -1.97], [-0.34, 1.38, 0.31], [0.58, 2.45, -1.13], [-0.24, -0.14, 0.24], [-0.08, 0.10, 0.01], [0.18, 0.21, -0.10], [-0.49, 0.01, -0.20], [-0.11, -0.63, -0.14], [0.34, -0.06, 0.26], [0.91, -0.48, -1.18], [0.11, 0.05, 0.08], [0.98, -1.28, -0.12], [0.00, -0.08, 0.30], [0.07, -0.08, -0.19], [0.22, 0.20, 0.01], [0.28, 0.16, 0.20], [-0.03, 0.34, -0.19], [0.16, -0.45, 0.31], [0.22, -0.60, 0.17], [0.07, 0.17, -0.48], [-0.22, -0.05, 0.18], [-0.63, -0.76, -1.20], [0.52, -0.37, 0.40], [-0.78, 0.50, -1.18], [-0.53, -0.22, 2.01], [1.09, -1.01, -1.41], [-1.10, 1.39, -0.49], [0.59, -1.41, 0.13], [-0.94, 2.23, 3.06], [-0.11, -0.54, -0.20], [-0.07, 0.86, -0.10], [-0.32, 0.13, -1.50], [0.03, -0.68, -0.12], [-0.32, 0.24, 0.28], [0.40, 0.14, -0.10], [-0.34, -0.25, 0.16], [0.59, -0.10, -0.47], [-0.23, 0.01, -0.59], [0.06, -0.45, -0.10], [0.37, 0.35, -0.11], [-0.55, -0.70, -0.39], [0.13, 0.47, -0.51], [-0.07, -0.23, 0.17], [0.29, 0.04, -0.17], [-0.35, -0.34, -0.15], [-0.05, -0.13, 1.50], [1.01, 0.13, -0.69], [-0.50, 0.19, 0.72], [-0.06, 0.35, -0.27], [0.17, 0.08, 0.92], [0.77, -0.60, -0.27], [0.22, -0.14, -0.53], [0.26, -1.37, -0.93], [0.17, 0.96, 1.12], [-2.26, -0.88, -1.11], [1.27, 0.14, 1.10], [-1.76, 0.89, -0.37], [-0.48, 1.53, -0.50], [-0.40, 0.35, 0.24], [0.04, -0.62, 0.06], [1.07, -1.36, -0.87], [-0.32, -0.31, 0.95], [1.04, 0.31, -0.10], [0.13, 0.12, -0.05], [-0.11, -0.12, 0.70], [-0.14, 0.29, -0.11], [0.73, 0.16, 0.23], [0.05, 0.06, 0.04], [0.18, 0.24, 0.04], [-0.17, -0.08, -0.16], [0.27, -0.96, -0.22], [0.07, 0.30, 0.23], [0.32, 0.00, 0.26], [-0.13, 0.43, 0.01], [-0.37, -0.10, 0.24], [-0.11, 0.16, -0.10], [0.13, -0.09, -0.29], [0.31, 0.09, -0.11], [-0.02, 0.32, -0.26], [-0.71, -0.33, 0.11], [-0.01, 0.01, 0.04], [0.87, -0.15, -0.25], [0.20, 1.87, -0.12], [1.94, -1.99, 1.70], [-0.79, 1.13, -2.64], [1.55, -2.57, 0.30], [0.40, 1.61, 0.01], [-0.40, -0.60, 0.57], [-0.79, 2.62, 1.05], [0.59, 0.64, -0.36], [-0.42, -0.29, -0.72], [-0.46, 0.26, -1.67], [-0.12, -0.54, -0.52], [-0.24, -0.85, 0.14], [-0.33, -0.07, -0.16], [0.38, -0.27, -0.22], [-0.58, 0.47, 0.15], [0.10, -0.09, -0.08], [-0.61, -0.74, -0.12], [0.11, 0.33, 0.84], [-0.81, 0.03, -0.46], [0.07, -0.76, 0.71], [0.09, -0.49, -0.21], [-0.20, 0.12, -0.04], [-0.15, 0.19, 0.80], [0.32, 0.51, 0.53], [0.44, -0.46, 0.19], [0.08, -0.46, 0.64], [-0.35, 0.24, -0.16], [0.24, 0.33, -0.17], [0.36, 0.08, 0.23], [-0.61, -0.23, -0.31], [-0.66, -0.02, -0.22], [0.63, 0.05, 0.50], [1.35, -0.77, 0.17], [-1.62, 0.49, 0.55], [0.82, 0.86, -1.44], [0.18, -1.03, 0.65], [-0.59, -0.27, 0.56], [0.08, 0.42, -0.13], [-0.15, -0.63, 0.32], [-0.57, -1.36, 0.37], [0.44, -0.30, 1.07], [0.03, -0.24, -0.44], [0.41, 0.61, -0.15], [0.23, -0.72, 0.38], [-0.96, 0.36, 0.42], [0.09, 0.54, -1.61], [-0.22, 0.65, 0.21], [-0.02, -0.07, 0.18], [-0.15, 0.13, 0.05], [-0.41, 0.34, 0.32], [1.17, 0.54, 0.12], [0.24, -0.10, -0.54], [-0.25, -0.25, -1.03], [0.24, 0.27, -0.30], [-0.10, -0.21, 0.03], [-0.02, 0.10, -0.08], [0.30, 0.10, 0.01], [-0.26, 0.10, 0.21], [-0.02, 0.29, -0.20], [-0.22, 0.12, 0.06]],
  "mulliken_charge": [-1.463, 1.939, -1.899, 0.296, -1.186, 2.165, 0.184, -0.479, -1.806, -2.003, -2.026, 0.064, 0.404, 0.413, 0.521, 0.475, -0.573, 0.568, 0.113, 0.449, 0.391, 0.421, 0.390, 0.423, 0.223, 0.416, 0.403, 0.446, 0.420, 0.343, -2.056, 1.783, -1.334, -1.111, -0.442, 2.198, 0.263, -0.475, -2.252, -2.368, -1.729, 0.456, 0.388, 0.389, 0.447, 0.341, 0.400, 0.368, 0.384, 0.067, 0.432, 0.426, 0.455, 0.343, 0.709, 0.384, 0.282, 0.407, 0.455, 0.395, -1.785, 2.265, -1.213, -0.778, -1.570, 1.900, 0.517, -0.417, -1.957, -2.169, -2.217, 0.204, 0.437, 0.460, 0.684, -0.070, 0.213, 0.407, 0.375, 0.515, 0.415, 0.522, 0.338, 0.204, 0.575, 0.537, 0.537, 0.339, 0.346, 0.333, -1.303, 1.602, -1.375, 0.257, -1.386, 1.812, 0.162, -0.480, -2.034, -1.094, -2.189, 0.363, 0.375, 0.071, 0.351, 0.493, -0.508, 0.545, 0.298, 0.403, 0.443, 0.454, 0.375, 0.396, 0.185, 0.081, 0.493, 0.387, 0.429, 0.393, -1.471, 1.117, -1.465, -0.341, -1.322, 2.329, 0.192, -0.466, -1.780, -2.015, -1.839, 0.371, 0.251, 0.439, 0.336, 0.536, -0.020, 0.545, 0.265, 0.480, 0.390, 0.387, 0.383, 0.504, 0.153, 0.418, 0.328, 0.451, 0.443, 0.363, -1.680, 1.737, -1.265, -0.882, -1.253, 1.582, 0.116, -0.492, -1.809, -1.672, -1.737, 0.356, 0.447, 0.329, 0.417, 0.295, 0.410, 0.418, 0.447, 0.401, 0.378, 0.383, 0.490, 0.373, 0.310, 0.423, 0.414, 0.383, 0.384, 0.353],
  "spin_multiplicity": 1,
  "smiles": "CC1(C)CCCC(C)(C)N1O.CC1(C)CCCC(C)(C)N1O.CC1(C)CCCC(C)(C)N1O.CC1(C)CCCC(C)(C)N1O.CC1(C)CCCC(C)(C)N1O.CC1(C)CCCC(C)(C)N1O",
  "orbital_gap_ev": 8.3,
  "total_charge": 0,
  "homo_energy_ev": -7.9,
  "lumo_energy_ev": 0.409,
  "e_above_lowest_kj_mol": 744.4
}